DFT (wB97M-V/def2-TZVPD) results for a single C6H14N2 molecule at a distorted geometry.

The geometry in XYZ format:
```
22
Properties=species:S:1:pos:R:3:forces:R:3:mulliken_charge:R:1
N 1.299 1.096 3.306 -0.72 0.30 -0.81 -0.669
N -1.629 -1.757 -1.094 -1.32 2.20 2.23 -0.601
C 0.866 1.279 1.885 -0.58 0.15 0.25 -0.362
C 1.524 0.297 0.898 2.28 1.02 -0.76 -0.831
C -0.061 -0.052 -0.938 1.85 2.09 -3.56 -0.336
C -1.675 0.197 -2.806 -3.89 -0.25 0.69 -1.217
C 0.742 -0.729 0.082 1.20 0.80 0.14 -0.086
C -1.125 -0.443 -1.609 0.24 -2.75 2.14 0.338
H 2.359 -0.189 1.456 -0.58 0.06 -0.38 0.473
H 2.067 0.932 0.115 -0.46 -0.74 0.97 0.280
H -1.006 0.813 -3.355 0.65 0.29 -0.46 0.404
H 1.618 0.158 3.407 -0.05 -0.93 0.13 0.243
H -2.585 0.878 -2.451 1.66 -1.30 -0.94 0.203
H -0.008 -1.116 0.716 -0.19 -1.82 0.91 0.277
H 0.488 0.703 -1.589 -0.47 -0.15 1.41 0.089
H 2.086 1.624 3.597 0.72 0.96 -0.13 0.235
H -2.406 -1.632 -0.367 1.69 0.25 -0.76 0.232
H -0.227 1.141 1.961 0.29 0.03 -0.57 0.303
H -2.175 -2.243 -1.730 -0.86 -1.08 -2.31 0.278
H 1.038 2.305 1.465 -0.15 -0.71 1.01 0.256
H -2.135 -0.646 -3.397 0.49 1.18 0.00 0.303
H 1.558 -1.395 -0.393 -1.79 0.40 0.83 0.188
```
Forces are in eV/Å.

The lowest unoccupied orbital energy comes out at 0.963 eV. Its energy above the lowest of the compared OMol25 structures with the same formula, charge and spin is 2.422 eV. As for the spin multiplicity: 1. As for the SMILES: C/C(N)=C/CCCN. The value obtained for the total energy is -9427.0620 eV.

=====

DFT (wB97M-V/def2-TZVPD) results for a gas-phase ion, C6H14N2 (charge +1) at a distorted geometry.

The geometry in XYZ format:
```
22
Properties=species:S:1:pos:R:3:forces:R:3:mulliken_spin:R:1
N -0.892 -0.869 -3.094 0.26 -0.50 -0.03 0.199
N 0.309 0.058 -0.013 -0.29 -0.21 0.95 0.514
C 0.735 1.278 0.668 -0.08 0.13 0.32 -0.020
C -0.660 0.260 -2.342 -0.35 0.11 -0.14 0.167
C 0.516 0.929 2.158 0.42 -0.09 -0.44 0.030
C 0.754 -1.105 0.791 0.00 0.93 -0.29 -0.016
C -0.905 0.025 -0.637 -0.25 0.59 -0.88 0.064
C 0.528 -0.618 2.226 -0.24 0.04 0.26 0.038
H 1.296 -0.979 2.905 0.00 -0.10 -0.08 -0.003
H 1.762 1.526 0.415 0.16 -0.17 0.03 0.013
H 0.105 2.115 0.404 -0.06 0.14 -0.41 0.002
H 0.125 -1.930 0.496 0.33 -0.52 0.04 0.000
H -0.136 -1.516 -3.281 -0.17 0.15 0.10 -0.005
H -1.538 0.880 -0.397 0.08 -0.03 0.04 0.024
H 1.309 1.363 2.757 -0.08 0.11 0.16 -0.002
H -0.430 -0.995 2.576 -0.02 0.03 0.13 0.000
H 0.357 0.605 -2.437 0.20 0.10 -0.04 -0.023
H -1.441 -0.909 -0.564 0.06 -0.21 0.07 -0.011
H -1.359 1.059 -2.596 0.01 -0.08 0.26 0.020
H -1.808 -1.287 -3.089 -0.03 0.08 -0.15 -0.003
H 1.815 -1.238 0.605 0.08 -0.41 -0.18 0.013
H -0.440 1.350 2.449 -0.02 -0.08 0.29 -0.001
```
Forces are in eV/Å.

The lowest unoccupied orbital energy (alpha / beta) comes out at -2.540 / -6.443 eV. Its energy above the lowest of the compared OMol25 structures with the same formula, charge and spin is 0.000 eV. As for the spin multiplicity: 2. The value obtained for the total energy is -9421.1047 eV. The net charge is +1.

=====

DFT (wB97M-V/def2-TZVPD) results for a gas-phase ion, C6H14N2 (charge +1) at a distorted geometry.

The geometry in XYZ format:
```
22
Properties=species:S:1:pos:R:3:forces:R:3:mulliken_spin:R:1
N 0.938 -2.001 -0.978 -0.75 1.85 0.55 0.199
N -0.596 0.302 2.168 -0.53 -0.48 -0.79 0.007
C -0.754 0.799 0.678 -0.16 0.26 1.74 0.004
C 0.055 -0.855 -1.002 0.16 -2.21 0.17 -0.041
C 0.451 0.319 -0.120 -0.28 -0.03 -1.61 0.052
C -1.022 -0.977 -1.774 0.18 1.01 0.24 0.038
C -0.845 2.311 0.795 0.57 0.46 -0.45 -0.002
C 2.196 -1.762 -1.408 2.62 -0.56 -0.54 0.754
H 2.654 -0.818 -1.672 -1.09 0.49 0.18 0.018
H -1.144 -1.864 -2.360 -0.10 -0.25 -0.24 0.003
H 0.585 -2.913 -0.754 0.05 -0.05 -0.36 -0.015
H -1.456 0.523 2.661 -0.12 0.14 0.24 0.001
H -1.662 0.264 0.391 0.10 0.35 -0.26 0.000
H 0.755 1.103 -0.821 -0.10 0.25 0.30 -0.013
H 2.947 -2.522 -1.575 -0.57 -0.61 0.37 0.017
H 0.184 0.708 2.684 0.15 0.07 -0.20 0.000
H 1.364 0.092 0.431 -0.23 -0.10 0.35 -0.020
H -1.687 2.865 1.219 -0.36 -0.94 0.23 0.000
H -1.723 -0.166 -1.930 -0.19 -0.08 0.20 0.003
H -0.518 -0.716 2.167 0.23 -0.04 0.11 -0.005
H 0.025 2.572 1.405 0.13 0.53 -0.37 0.000
H -0.746 2.735 -0.207 0.29 -0.01 0.15 0.000
```
Forces are in eV/Å.

The lowest unoccupied orbital energy (alpha / beta) comes out at -3.563 / -3.599 eV. Its energy above the lowest of the compared OMol25 structures with the same formula, charge and spin is 1.244 eV. As for the spin multiplicity: 2. The value obtained for the total energy is -9419.8609 eV. The net charge is +1.

=====

DFT (wB97M-V/def2-TZVPD) results for 2 unconnected molecules or ions with the total composition C6H14N2O at a distorted geometry.

The geometry in XYZ format:
```
23
Properties=species:S:1:pos:R:3:forces:R:3:mulliken_charge:R:1
O 2.679 -0.702 -0.024 0.70 0.49 -0.52 -0.381
N 1.452 -1.345 0.002 -1.06 -0.30 1.06 -0.418
N 0.994 0.935 -1.697 0.84 -0.54 -0.53 -0.658
C 0.590 -0.960 0.886 2.21 -1.12 0.69 0.264
C -1.121 0.204 -0.382 -0.99 2.39 -1.85 0.965
C -1.476 -0.982 -1.235 0.35 0.00 0.17 -1.391
C 0.863 0.007 2.004 -0.05 0.02 -0.28 -1.467
C -1.897 0.596 0.628 0.27 -0.26 -0.01 -1.172
C -0.264 1.332 -1.158 -0.86 -1.47 1.21 -0.854
H -2.750 0.015 0.943 -0.02 -0.28 0.23 0.285
H 3.084 -0.505 0.836 -0.73 -0.16 0.26 0.311
H -2.043 -0.665 -2.113 0.02 0.03 0.02 0.340
H -0.035 0.153 2.595 -0.02 0.01 0.02 0.363
H -0.121 2.172 -0.475 -0.11 0.06 -0.14 0.404
H 1.647 -0.376 2.661 0.07 0.00 0.01 0.444
H -1.690 1.486 1.201 -0.04 0.33 -0.10 0.361
H -2.062 -1.707 -0.680 -0.18 -0.10 0.06 0.384
H 1.177 0.977 1.614 0.05 0.01 0.03 0.343
H 1.716 0.889 -0.990 -0.06 0.14 -0.05 0.357
H 0.968 -0.022 -2.068 -0.11 0.59 0.02 0.296
H -0.572 -1.485 -1.575 0.02 -0.10 -0.11 0.363
H -0.228 -1.654 1.017 -0.22 0.19 -0.43 0.514
H -0.912 1.637 -1.989 -0.10 0.08 0.25 0.349
```
Forces are in eV/Å.

The lowest unoccupied orbital energy comes out at 0.664 eV. Its energy above the lowest of the compared OMol25 structures with the same formula, charge and spin is 4.483 eV. As for the spin multiplicity: 1. As for the SMILES: C=C(C)CN.C/C=N\O. The value obtained for the total energy is -11473.2869 eV.

=====

DFT (wB97M-V/def2-TZVPD) results for a molecular structure, C6H14N2O10Pb at a distorted geometry.

The geometry in XYZ format:
```
33
Properties=species:S:1:pos:R:3:forces:R:3:mulliken_charge:R:1
Pb -0.203 -0.955 -0.211 -0.24 -3.51 -1.29 1.362
O -2.700 -1.067 -1.158 -0.32 2.01 -0.48 -0.684
O 1.651 -1.153 1.513 0.39 0.52 1.10 -0.572
O -1.009 -3.254 0.621 -0.59 1.36 0.01 -0.729
O 0.142 -2.379 -2.482 0.57 1.04 0.05 -0.709
O -2.109 -4.871 -0.543 -0.92 0.16 0.01 -0.810
O 1.462 -1.700 -4.193 -0.12 0.19 0.38 -0.916
O 0.216 1.602 -0.540 -0.60 2.65 0.97 -0.282
O 1.425 -0.557 -2.241 0.05 0.36 0.26 -0.832
O -0.143 -5.251 0.414 0.11 -0.70 0.17 -0.871
O -1.718 0.611 1.217 -0.65 0.16 1.48 0.008
N 2.270 1.872 -1.258 0.57 1.92 0.65 -0.318
N 1.519 3.279 0.415 0.21 0.91 0.35 -0.519
C 0.993 -1.569 -2.992 0.24 -0.45 -0.56 0.665
C -2.923 0.051 -1.973 1.31 -2.01 1.20 -0.745
C 2.285 -0.515 2.555 -1.01 -0.39 -2.27 -0.972
C -1.129 -4.451 0.138 1.49 -0.93 0.20 0.612
C 1.237 2.278 -0.453 0.08 -3.83 -2.04 0.205
C -1.581 1.391 2.424 0.16 -0.74 -2.55 -0.949
H -3.527 0.844 -1.477 -0.64 0.44 -0.06 0.196
H 2.206 0.965 -1.736 -0.56 -0.90 -0.36 0.411
H -2.588 1.656 2.747 0.19 0.28 0.64 0.319
H -0.968 2.233 2.087 -0.07 0.54 0.80 0.130
H -1.972 0.549 -2.236 0.14 0.32 -0.24 0.134
H 1.714 0.375 2.900 -0.11 0.27 0.56 0.149
H 3.230 -0.085 2.161 0.68 0.11 0.56 0.248
H -3.364 -0.240 -2.942 -0.49 0.26 -0.26 0.295
H 3.155 2.326 -1.111 0.22 -0.34 -0.15 0.097
H 2.472 -1.177 3.423 0.26 0.03 0.34 0.209
H -1.006 0.752 3.090 -0.21 0.15 0.32 0.142
H 2.449 3.646 0.344 -0.17 0.36 0.37 0.214
H 0.798 3.751 0.928 0.04 -0.12 -0.02 0.314
H -2.284 1.042 0.569 0.00 -0.12 -0.13 0.198
```
Forces are in eV/Å.

The lowest unoccupied orbital energy comes out at 8.540 eV. Its energy above the lowest of the compared OMol25 structures with the same formula, charge and spin is 2.128 eV. As for the spin multiplicity: 1. The value obtained for the total energy is -35137.9946 eV. The net charge is -4.

=====

DFT (wB97M-V/def2-TZVPD) results for 2 unconnected molecules or ions with the total composition C6H14N2O2 at a distorted geometry.

The geometry in XYZ format:
```
24
Properties=species:S:1:pos:R:3:forces:R:3:mulliken_spin:R:1
O 0.209 0.692 -1.647 0.53 -0.50 0.18 0.163
O -0.126 -2.991 1.805 0.02 -0.03 -0.10 -0.046
N 0.905 -1.591 0.333 0.13 0.10 0.39 0.005
N -0.371 2.515 -0.285 0.01 -0.14 0.86 -0.023
C -0.601 -0.647 1.944 -0.22 -0.03 -0.09 0.020
C -2.073 1.606 -1.745 0.23 -0.07 -0.13 0.110
C 1.507 -2.649 -0.425 -0.68 -0.71 -0.31 0.055
C 0.073 -1.866 1.355 0.12 0.05 0.53 0.029
C -0.687 1.524 -1.244 -0.43 0.15 -0.37 0.553
C 0.981 2.727 0.159 -0.01 0.15 -0.44 0.133
H -1.085 -0.926 2.871 -0.05 -0.13 0.16 -0.059
H 1.043 -3.581 -0.117 -0.01 -0.12 0.31 0.008
H 1.004 3.082 1.188 0.02 0.07 0.05 -0.023
H 0.095 0.174 2.141 -0.13 -0.06 -0.29 0.057
H 0.850 -0.647 -0.039 0.01 0.04 -0.65 -0.034
H 2.579 -2.792 -0.309 0.19 0.43 0.05 -0.013
H 1.229 -2.568 -1.468 0.29 0.37 -0.39 -0.004
H 1.519 1.782 0.096 -0.09 -0.04 0.03 -0.004
H -2.262 0.788 -2.435 0.09 -0.16 -0.07 0.018
H -2.821 1.511 -0.931 -0.18 0.25 -0.01 0.035
H -2.298 2.547 -2.322 -0.14 -0.02 0.27 -0.024
H -1.024 3.273 -0.186 0.12 0.10 -0.12 0.021
H -1.374 -0.327 1.240 0.16 0.29 0.03 0.035
H 1.554 3.435 -0.476 0.01 0.02 0.08 -0.009
```
Forces are in eV/Å.

The lowest unoccupied orbital energy (alpha / beta) comes out at 3.745 / 3.631 eV. Its energy above the lowest of the compared OMol25 structures with the same formula, charge and spin is 1.127 eV. As for the spin multiplicity: 2. The value obtained for the total energy is -13523.6361 eV. The net charge is -1.